{
  "formula": "C32H46BN2O18P",
  "method": "ωB97M-V/def2-TZVPD",
  "symbols": ["C", "C", "C", "C", "P", "C", "C", "C", "O", "C", "N", "C", "C", "C", "B", "N", "O", "C", "O", "H", "H", "H", "H", "H", "H", "H", "H", "H", "H", "H", "H", "H", "H", "H", "H", "C", "C", "C", "O", "C", "O", "O", "H", "H", "H", "H", "H", "H", "C", "C", "C", "O", "C", "O", "O", "H", "H", "H", "H", "H", "H", "C", "C", "C", "O", "C", "O", "O", "H", "H", "H", "H", "H", "H", "C", "C", "C", "O", "C", "O", "O", "H", "H", "H", "H", "H", "H", "C", "C", "C", "O", "C", "O", "O", "H", "H", "H", "H", "H", "H"],
  "coordinates": [[1.5913, -1.9190, 2.9641], [0.8719, -1.1717, 2.1351], [-0.2901, -0.1299, 1.7012], [-0.1677, 1.3022, 1.9579], [1.3625, 2.0823, 2.8076], [2.9302, 1.4372, 1.8877], [1.4199, 3.9775, 2.4688], [-1.4391, 2.2280, 1.5114], [-1.3256, 3.3810, 0.9807], [-2.8970, 1.5408, 1.7932], [-4.0116, 2.3517, 2.3359], [-5.0426, 2.7030, 1.3008], [-6.4216, 3.0369, 2.1346], [-3.0152, 0.1130, 1.5264], [-4.3796, -0.7355, 1.7949], [-5.1069, -0.8461, 3.1134], [-4.9466, -1.4959, 0.6832], [-1.6656, -0.6254, 0.9729], [-1.6745, -1.4871, 0.0275], [2.2872, -2.5065, 3.6792], [3.2575, 0.4034, 2.3070], [2.6322, 1.3824, 0.7769], [3.7362, 2.2539, 2.0217], [1.4407, 4.0999, 1.3085], [0.4015, 4.3940, 2.8069], [2.3245, 4.4830, 2.9827], [-3.5877, 3.1810, 2.7819], [-4.7104, 3.6646, 0.7392], [-5.1848, 1.8154, 0.5660], [-6.2299, 2.9282, 3.2814], [-6.7218, 4.1505, 1.9845], [-7.2650, 2.2990, 1.8592], [-5.5014, 0.0650, 3.3996], [-4.5156, -1.2531, 3.8551], [-5.9166, -1.5603, 0.8933], [6.1585, -2.6935, -1.3466], [5.7801, -1.3618, -0.7357], [4.3860, -1.3350, -0.1847], [4.0418, 0.0404, -0.2917], [4.7581, 0.5334, -1.3417], [4.5541, 1.5983, -1.8626], [5.7326, -0.3398, -1.7272], [5.9530, -3.5203, -0.6608], [5.6214, -2.8654, -2.2838], [7.2251, -2.7082, -1.5901], [6.5159, -1.0677, 0.0217], [4.3433, -1.6676, 0.8548], [3.6713, -1.9177, -0.7757], [2.4550, 0.0643, -5.8222], [2.3561, -1.3600, -5.3197], [2.0263, -1.4552, -3.8612], [2.6103, -2.6986, -3.4974], [3.6629, -2.8898, -4.3434], [4.5184, -3.7208, -4.1849], [3.6207, -2.0141, -5.3882], [1.5727, 0.6473, -5.5433], [3.3490, 0.5611, -5.4335], [2.5411, 0.0744, -6.9128], [1.6448, -1.9289, -5.9285], [0.9496, -1.4619, -3.6784], [2.4865, -0.6660, -3.2565], [1.9184, 9.1485, 4.6976], [1.5748, 7.6756, 4.7662], [0.8192, 7.2959, 6.0045], [1.1795, 5.9325, 6.1763], [2.4196, 5.7916, 5.6280], [3.1297, 4.8347, 5.7887], [2.7518, 6.8814, 4.8756], [1.0362, 9.7718, 4.8688], [2.6882, 9.4107, 5.4292], [2.3261, 9.3956, 3.7129], [1.0389, 7.3682, 3.8608], [-0.2609, 7.4005, 5.8805], [1.1322, 7.8516, 6.8948], [-2.5778, -4.1982, -0.0277], [-2.6774, -5.6213, 0.4793], [-3.0204, -5.7126, 1.9359], [-2.4370, -6.9527, 2.3102], [-1.3766, -7.1451, 1.4750], [-0.5213, -7.9725, 1.6426], [-1.4116, -6.2727, 0.4259], [-3.4639, -3.6160, 0.2405], [-1.6898, -3.6980, 0.3665], [-2.4815, -4.1920, -1.1177], [-3.3821, -6.1948, -0.1341], [-4.0988, -5.7216, 2.1090], [-2.5678, -4.9201, 2.5416], [-2.1398, -2.6112, -4.1456], [-2.2187, -2.5110, -5.6547], [-2.3374, -3.8418, -6.3354], [-1.7545, -3.5882, -7.6060], [-0.8441, -2.5921, -7.4183], [-0.0074, -2.2756, -8.2207], [-1.0035, -2.0019, -6.1971], [-2.9498, -3.2267, -3.7443], [-1.1810, -3.0299, -3.8252], [-2.2118, -1.6160, -3.6966], [-3.0317, -1.8373, -5.9485], [-3.3757, -4.1633, -6.4405], [-1.7652, -4.6361, -5.8443]],
  "forces_ev_per_a": [[-3.4403, 3.9675, -4.0778], [1.5976, -2.3413, 4.7761], [0.7654, 1.5186, 0.6194], [-0.5179, -2.0528, -1.6284], [0.3337, -0.1331, 0.3225], [-0.6845, 0.3437, -0.5436], [-0.8818, -0.2249, -1.6060], [0.0243, 1.6059, -0.9214], [-0.4808, -4.8732, 2.5453], [0.4503, -2.8531, -0.1252], [2.1444, -1.2751, -1.7614], [-1.1142, 0.9670, 0.5461], [0.3579, 0.1965, 0.2291], [1.7822, 2.8917, 0.2244], [-0.8020, -1.1930, -1.2195], [0.5911, 0.5512, -1.0457], [-0.0571, 2.1381, 2.2591], [0.2097, -1.3244, -2.0327], [0.0669, 3.9195, 4.4338], [-1.6123, 1.2960, -1.9053], [-0.6218, 2.0299, -0.8277], [0.8017, -0.0607, 1.8449], [-1.2457, -1.4324, -0.1272], [0.1961, 0.1603, 2.1038], [1.7391, -0.4445, -0.3123], [-1.5795, -1.0889, -0.7628], [-0.5780, -0.4160, -0.5760], [-0.6235, -1.8026, 0.6221], [0.3455, 1.6320, 1.3535], [-0.1901, 0.0514, -2.1244], [0.2430, -2.1170, 0.0329], [1.2403, 1.4342, 0.3404], [0.5802, -0.7202, 0.1622], [-0.5029, 0.6604, -0.4274], [1.3187, -0.4494, -0.0813], [0.4071, 0.0704, -0.3629], [0.4580, -1.2168, -0.0192], [-0.2934, -0.4573, 0.5497], [0.4237, 0.2282, -0.8343], [0.0259, 1.0434, -0.6635], [0.1308, -1.0968, 0.5756], [-0.6846, 0.7810, 0.2103], [-0.0134, 0.1465, -0.0135], [-0.0865, -0.0131, 0.2406], [-0.1177, -0.0384, 0.0846], [-0.1378, 0.0779, 0.0086], [-0.1076, 0.2118, -0.0835], [0.1772, -0.0729, -0.0373], [0.2848, 0.0574, -0.4879], [-0.4400, 1.0712, -0.5460], [-0.6331, 0.2556, 0.3496], [0.6118, -0.2923, -0.1828], [0.9473, -0.7453, -0.1972], [-0.9275, 0.8456, -0.1198], [0.1392, -0.8071, 0.8332], [0.0511, -0.1499, -0.0041], [-0.1549, -0.1134, 0.1848], [-0.1086, -0.0005, 0.1352], [0.0491, 0.0217, 0.1222], [0.1537, -0.1568, 0.0629], [0.0020, 0.0796, -0.1719], [0.3887, 0.1173, -0.3668], [-0.0863, 1.1543, -0.2376], [-0.6855, 0.1413, 0.2257], [0.5718, -0.1821, -0.1923], [0.9529, -1.2030, 0.1879], [-0.8677, 1.1156, -0.2601], [-0.1881, -0.7542, 0.4016], [0.0432, -0.1381, -0.0235], [-0.2011, -0.1299, 0.0664], [-0.1062, 0.0094, 0.1153], [-0.0212, -0.0573, 0.1160], [0.1194, -0.1958, 0.0711], [0.0602, 0.0928, -0.1557], [0.2210, -0.2042, -0.3137], [-0.3227, 1.1244, -0.5456], [-0.6274, 0.1344, 0.3333], [0.5118, -0.1869, -0.2434], [1.1090, -0.9629, 0.0359], [-0.9852, 0.8997, -0.1711], [0.0382, -0.6835, 0.6804], [0.0832, -0.0905, -0.0332], [-0.2040, -0.2021, 0.0961], [-0.0483, 0.0622, 0.1235], [0.0116, -0.0672, 0.1535], [0.1576, -0.1589, 0.0749], [0.0192, 0.0641, -0.1893], [0.2006, 0.4921, 0.2018], [-0.3845, -0.0874, 1.1891], [-0.5490, -0.5053, -0.0100], [0.5166, 0.4896, -0.0255], [0.9516, 0.3429, -1.0545], [-0.9004, -0.2973, 0.9536], [0.1551, -0.2706, -0.7598], [0.0553, 0.0753, -0.1065], [-0.1337, -0.1470, -0.1536], [-0.0670, -0.1522, 0.0079], [0.0515, -0.1026, -0.0792], [0.1676, 0.0257, -0.1763], [-0.0204, 0.1467, 0.1208]],
  "mulliken_charge": [-0.261, -0.877, 0.453, 0.602, 0.173, -0.772, -0.900, -0.184, -0.565, -0.251, -0.127, -0.135, -0.978, 0.328, 0.485, -0.615, -0.616, 0.258, -0.586, 0.367, 0.122, 0.241, 0.433, 0.371, 0.210, 0.294, 0.344, 0.321, 0.257, 0.282, 0.300, 0.238, 0.232, 0.260, 0.284, -1.155, 0.487, -0.457, 0.000, 0.465, -0.583, -0.365, 0.356, 0.136, 0.365, 0.269, 0.348, 0.166, -1.564, 0.843, -0.148, -0.276, 0.534, -0.605, -0.369, 0.356, 0.408, 0.357, -0.003, 0.313, 0.073, -1.472, 0.606, -0.493, -0.314, 0.630, -0.545, -0.339, 0.373, 0.357, 0.358, 0.206, 0.321, 0.320, -0.918, 0.509, -0.406, -0.343, 0.562, -0.551, -0.346, 0.248, 0.291, 0.117, 0.268, 0.323, 0.276, -1.488, 0.552, -0.526, -0.339, 0.632, -0.533, -0.262, 0.405, 0.283, 0.428, 0.205, 0.339, 0.327],
  "e_homo_ha": -0.302,
  "charge": 0,
  "smiles": "C#CC1=C(P(C)C)C(=O)C(NCC)=C(B(N)O)C1=O.C[C@@H]1COC(=O)O1.C[C@@H]1COC(=O)O1.C[C@@H]1COC(=O)O1.C[C@@H]1COC(=O)O1.C[C@@H]1COC(=O)O1",
  "spin_multiplicity": 1
}


{
  "formula": "C32H46BrCdN3P2S",
  "method": "ωB97M-V/def2-TZVPD",
  "symbols": ["N", "C", "C", "C", "C", "C", "C", "Cd", "P", "C", "C", "C", "C", "C", "C", "C", "Br", "H", "H", "H", "H", "H", "H", "H", "H", "H", "H", "P", "C", "C", "H", "H", "H", "H", "H", "C", "C", "H", "H", "H", "H", "H", "C", "C", "H", "H", "H", "H", "H", "C", "C", "H", "H", "H", "H", "H", "C", "C", "H", "H", "H", "H", "H", "C", "C", "H", "H", "H", "H", "H", "N", "C", "N", "C", "C", "C", "C", "C", "C", "S", "H", "H", "H", "H", "H", "H"],
  "coordinates": [[8.8356, 1.6814, -5.4584], [8.5218, 0.3880, -5.3636], [7.5336, -0.0775, -4.4839], [6.8111, 0.8579, -3.7089], [7.1442, 2.2219, -3.8481], [8.1905, 2.5783, -4.7126], [5.7194, 0.4155, -2.8369], [-0.4605, -0.7853, 0.8199], [-6.3356, 0.3625, -0.7099], [4.5084, 1.0279, -2.7946], [3.3880, 0.5731, -1.9952], [2.1721, 1.2906, -2.0143], [1.0606, 0.8563, -1.2826], [1.1949, -0.2778, -0.4843], [2.3641, -1.0154, -0.4361], [3.4668, -0.5858, -1.1927], [-2.6876, -1.4687, 1.8398], [5.9210, -0.4852, -2.2450], [4.3436, 1.8988, -3.4391], [7.2845, -1.1398, -4.4399], [6.5987, 2.9918, -3.2978], [9.0614, -0.3213, -5.9995], [8.4842, 3.6293, -4.8011], [2.1098, 2.2014, -2.6177], [4.3965, -1.1619, -1.1476], [0.1280, 1.4149, -1.3488], [2.4719, -1.9148, 0.1686], [-0.1696, 1.3923, 2.1040], [-5.3847, -0.7599, -1.8316], [-6.1344, -1.0015, -3.1445], [-5.2461, -1.6975, -1.2725], [-4.3947, -0.3123, -2.0065], [-5.7896, -1.9385, -3.5951], [-7.2165, -1.0792, -2.9766], [-5.9561, -0.1982, -3.8694], [-5.4277, 1.9397, -1.0460], [-6.2715, 3.1826, -0.7565], [-5.1429, 1.8973, -2.1079], [-4.5109, 1.9271, -0.4384], [-5.8554, 4.0393, -1.2988], [-7.3117, 3.0467, -1.0788], [-6.2696, 3.4333, 0.3115], [-5.5903, -0.0921, 0.9161], [-6.5310, -0.9753, 1.7355], [-5.3604, 0.8502, 1.4397], [-4.6304, -0.6063, 0.7327], [-6.2443, -0.9295, 2.7921], [-7.5684, -0.6312, 1.6336], [-6.4776, -2.0258, 1.4245], [-0.8029, 1.1568, 3.8120], [0.0448, 1.7303, 4.9470], [-1.0006, 0.0779, 3.9396], [-1.7935, 1.6369, 3.8011], [1.0057, 1.2087, 5.0609], [0.2332, 2.8004, 4.7894], [-0.5084, 1.6259, 5.8898], [-1.2448, 2.6761, 1.3603], [-0.5474, 3.8331, 0.6402], [-1.8911, 3.0439, 2.1743], [-1.8987, 2.1208, 0.6597], [-0.2384, 4.6250, 1.3351], [0.3318, 3.5071, 0.0687], [-1.2612, 4.2792, -0.0624], [1.5602, 2.0065, 2.1248], [2.5758, 0.9203, 2.5167], [1.6139, 2.8757, 2.8058], [1.7610, 2.3640, 1.0996], [3.5026, 1.0378, 1.9387], [2.8573, 0.9692, 3.5788], [2.1997, -0.0963, 2.3167], [1.3982, -1.9360, 3.9698], [1.0775, -2.9035, 3.0889], [0.4960, -2.6983, 1.9170], [0.2303, -3.8692, 1.2203], [-0.4623, -3.9599, 0.0060], [-0.7661, -5.2267, -0.4773], [-0.3557, -6.3873, 0.2109], [0.3487, -6.2834, 1.4229], [0.6408, -5.0160, 1.9155], [1.4057, -4.5831, 3.4406], [1.8004, -2.2491, 4.8380], [0.9979, -0.9972, 3.9101], [-0.7780, -3.0484, -0.5086], [-1.3425, -5.3263, -1.4032], [-0.5897, -7.3766, -0.1825], [0.6568, -7.1554, 1.9978]],
  "forces_ev_per_a": [[0.3107, 0.0725, -0.1029], [-0.6239, 0.0652, 0.6085], [-0.0924, 0.4617, 0.1160], [0.7222, 0.4134, -0.7651], [0.1212, -0.3852, -0.1890], [-0.6378, -0.4941, 0.2732], [-0.9140, 0.2439, 0.0417], [-0.0698, -1.0497, 0.7354], [4.2943, 0.0496, 0.3716], [1.3365, -0.1590, -0.3130], [-0.6113, -0.2922, 0.6164], [-0.0589, -0.2712, -0.1265], [0.6030, 0.3824, 0.1210], [-0.0611, 0.2648, -0.9024], [0.9329, 0.1453, 0.0865], [-0.5609, -0.0567, 0.0632], [0.0455, 0.1186, -0.1629], [-0.1432, 0.3001, -0.2758], [0.0456, -0.2860, 0.2515], [0.1524, 0.2971, 0.0347], [0.2516, -0.2754, -0.0624], [-0.1214, 0.3755, 0.1869], [-0.0109, -0.4216, -0.0884], [-0.0855, -0.3774, 0.1054], [-0.5078, 0.1465, -0.0411], [0.2027, -0.0201, 0.1260], [-0.1200, 0.2415, 0.0008], [0.5972, 0.5779, 0.0678], [-1.1325, -0.7036, -0.2322], [0.0685, -0.2081, -0.3913], [-0.0983, 0.2341, -0.1765], [-0.3253, 0.1012, 0.3069], [-0.1295, 0.2332, -0.0080], [0.2892, -0.1027, -0.1418], [-0.0979, -0.1392, 0.1823], [-1.0561, 0.4426, -0.6574], [0.0671, 0.4323, 0.0391], [-0.1269, 0.0754, 0.2749], [-0.2695, -0.3152, -0.0893], [-0.1661, -0.1216, 0.1772], [0.2824, 0.1477, 0.0365], [-0.0845, -0.1016, -0.2283], [-1.3013, 0.2702, 0.5664], [0.0061, -0.1922, 0.4141], [-0.2656, -0.2544, -0.1545], [-0.3247, 0.2439, -0.4323], [-0.1494, -0.0969, -0.2150], [0.2425, -0.1650, 0.2583], [-0.0479, 0.2486, 0.0068], [-0.2683, -0.4306, 0.0615], [0.0295, 0.1125, 0.0926], [0.0273, 0.3865, 0.0672], [0.2174, -0.2434, 0.0291], [-0.2389, 0.2192, -0.0516], [0.0517, -0.2691, 0.1246], [0.1906, 0.0227, -0.2347], [-0.4052, -0.1137, -0.0972], [-0.0428, 0.2047, -0.1544], [0.1680, -0.0546, -0.3487], [0.1789, 0.3153, 0.2986], [0.0019, -0.3100, -0.1519], [-0.3020, 0.1307, 0.0945], [0.2381, -0.0014, 0.1216], [-0.0809, 0.2128, 0.0356], [0.2556, -0.1886, 0.1009], [0.0068, -0.2865, -0.3498], [-0.1023, -0.1522, 0.4648], [-0.2877, -0.0274, 0.1609], [-0.1958, 0.0200, -0.3056], [0.2077, 0.3609, -0.0365], [-0.0200, 0.1903, 0.0948], [-0.7426, -0.3161, -1.4123], [0.4097, 1.0716, 0.5628], [0.0340, -0.3163, 0.4955], [0.2100, -0.2506, 0.4786], [0.0633, -0.2737, -0.0980], [0.2412, 0.3629, 0.4935], [-0.0908, -0.0620, -0.3428], [-0.3054, -0.1209, -0.4013], [-0.2508, 0.1463, -0.4135], [-0.0897, 0.3763, 0.1192], [0.3009, -0.8364, 0.0512], [0.0256, -0.3689, 0.0072], [0.3080, 0.0099, 0.3611], [0.0227, 0.3360, 0.0925], [-0.1427, 0.0476, -0.3234]],
  "mulliken_charge": [-0.573, -0.303, -0.423, 0.431, -0.459, -0.300, -0.530, 1.338, 0.323, -0.417, 1.247, -0.748, -0.219, -1.003, 0.332, -0.892, -0.624, 0.327, 0.414, 0.369, 0.423, 0.356, 0.350, 0.376, 0.230, 0.573, 0.500, 0.068, -0.449, -1.188, 0.486, 0.313, 0.357, 0.365, 0.324, 0.046, -1.190, 0.471, -0.206, 0.372, 0.367, 0.327, 0.309, -1.207, 0.431, -0.501, 0.348, 0.432, 0.330, -0.530, -1.210, 0.393, 0.556, 0.227, 0.344, 0.395, 0.045, -1.344, 0.615, -0.166, 0.386, 0.275, 0.384, -0.519, -1.134, 0.684, 0.321, 0.313, 0.264, 0.104, -0.210, 0.017, 0.494, 0.153, -0.478, -0.812, -0.619, -0.423, 0.498, -0.246, 0.232, -0.128, 0.240, 0.379, 0.393, 0.407],
  "e_homo_ha": [-0.457, -0.461],
  "e_above_lowest_kcal_mol": 5.52,
  "charge": 2,
  "spin_multiplicity": 1
}